Record 1
{
  "formula": "C32H50N2O2Si",
  "method": "wB97M-V/def2-TZVPD",
  "symbols": ["H", "H", "H", "H", "C", "H", "H", "H", "C", "H", "C", "N", "C", "O", "H", "H", "C", "H", "H", "C", "C", "C", "H", "H", "C", "C", "C", "C", "C", "C", "H", "H", "O", "H", "H", "C", "H", "H", "H", "H", "C", "H", "C", "H", "H", "N", "C", "H", "H", "H", "C", "H", "C", "H", "H", "C", "H", "C", "C", "H", "C", "H", "H", "C", "H", "H", "H", "H", "C", "C", "H", "C", "Si", "H", "H", "C", "H", "C", "C", "H", "H", "H", "C", "H", "H", "H", "H"],
  "xyz": [[-3.18769, 3.61754, 0.03282], [-2.55354, 1.09484, -0.10769], [-4.97790, 3.99330, -2.29027], [-0.17828, -4.56134, -1.21893], [-2.76585, 0.78967, -1.16301], [-1.92985, 1.03618, -1.87738], [-3.91924, 5.11520, -0.63019], [1.96522, -3.47948, -2.56590], [-7.78246, 1.77550, 1.58687], [-1.11609, -1.27830, -2.22981], [1.03502, -2.80740, -0.66432], [2.88109, -5.51317, -1.62908], [4.50553, -7.63171, -2.44151], [-0.65985, 6.20130, 0.47699], [1.28876, -6.77698, -1.89397], [-3.33370, 3.58716, -3.03180], [-5.74439, 1.66576, -0.43946], [2.13497, -0.25467, -0.42446], [4.92961, 2.59708, 7.65222], [4.14947, 0.64427, 7.20892], [-7.13491, 1.60542, -0.88229], [-2.97301, -0.80137, -1.19332], [-1.08350, 6.93387, -1.38894], [5.30370, 3.14224, 5.24612], [4.55358, 1.23668, 4.59265], [-8.16690, 1.66556, 0.17149], [2.63153, -1.41231, -2.28046], [-1.58615, 6.26819, -0.63397], [2.36942, -6.70361, -1.96217], [4.89004, 2.18739, 5.54315], [1.34984, 0.32488, -1.96510], [6.13113, -6.24989, -2.14561], [2.42397, 2.18309, 0.35919], [2.77259, -1.24313, -3.38551], [0.64904, -2.27696, -2.87106], [3.13113, -7.78704, -2.37043], [-3.58070, -1.17244, -0.33102], [-6.05108, 1.90182, 3.04008], [-1.74142, 4.98402, -2.39517], [-2.53118, 6.79927, -0.32073], [-0.25661, -3.69530, -0.51475], [-2.24040, -3.52652, -1.48469], [3.45679, 0.99977, -1.62145], [1.87642, -3.39635, -0.19174], [3.97122, 0.36934, 8.24028], [4.04137, 0.03768, 4.88703], [3.85032, -0.23665, 6.18152], [-8.59118, 1.81402, 2.34803], [4.69532, 1.43115, 3.53472], [-2.20227, -2.92189, 0.22712], [5.06168, -6.40957, -2.10233], [3.57647, -1.91267, -1.92067], [-5.33105, 1.75186, 0.95832], [1.24823, 0.83911, 1.49935], [-1.02341, 4.17790, -0.93965], [2.30140, -0.08354, -1.51922], [0.91099, -1.89713, -0.02536], [4.21146, -5.39065, -1.70305], [-1.49724, -1.42732, -1.19066], [-3.50362, -1.10643, -2.14187], [-1.63811, -2.93342, -0.75086], [-7.42458, 1.51750, -1.95808], [4.35142, 1.20994, 0.42868], [1.48270, -2.51546, -2.16449], [3.26650, 1.75907, -2.42333], [4.19959, 2.72580, -0.52321], [4.44570, 0.48617, -1.81021], [-4.25294, 1.77238, 1.25207], [-3.26621, 4.23295, -0.89916], [3.65353, 1.77443, -0.24037], [5.13630, -8.45436, -2.75746], [-3.97660, 3.50658, -2.11799], [-4.35287, 1.64522, -1.76841], [3.43544, -1.21703, 6.39045], [4.60159, -4.41695, -1.42411], [-6.38216, 1.80989, 1.97775], [-9.23364, 1.60626, -0.13398], [-1.85268, 4.85133, -1.28443], [2.13578, 1.52319, 1.59429], [2.66014, -8.72717, -2.62617], [-0.91761, -0.83299, -0.43110], [-4.89885, 1.07548, -3.01818], [4.68110, 1.88051, 6.87815], [-0.28106, -4.07014, 0.54984], [2.99027, 0.96654, 2.05246], [1.86022, 2.33457, 2.33297], [-1.07676, 5.67253, 1.17699]],
  "mulliken_charge": [0.149, 0.306, 0.265, 0.050, -0.300, 0.257, 0.395, 0.337, -0.420, 0.077, -0.561, -0.132, -0.118, -0.529, 0.339, 0.405, 0.589, -0.108, 0.368, -0.367, -0.418, -1.114, 0.273, 0.344, 0.063, -0.402, -0.879, -0.497, 0.010, -0.603, -0.073, 0.359, -0.300, 0.273, 0.382, -0.768, 0.387, 0.319, 0.375, 0.252, -0.624, 0.233, -0.673, 0.507, 0.346, -0.510, -0.193, 0.338, 0.385, 0.260, -0.802, 0.200, -0.125, 0.149, 0.099, 0.508, 0.262, 0.045, 0.345, 0.359, -0.667, 0.296, 0.274, -0.559, 0.317, 0.364, 0.305, 0.123, -0.255, -0.529, 0.371, -0.814, 0.182, 0.359, 0.326, -0.571, 0.335, -0.414, -0.574, 0.366, -0.099, -0.276, -0.163, 0.387, 0.269, 0.254, 0.301],
  "homo_lumo_gap_ev": 9.6,
  "smiles": "COCCCCCCCCCCC[Si@H](CCCCO)c1ccccc1.c1ccncc1.c1ccncc1",
  "homo_energy_ha": -0.326,
  "energy_ha": -1798.6759
}

Record 2
{
  "formula": "C32H50P2Sm",
  "method": "wB97M-V/def2-TZVPD",
  "symbols": ["H", "H", "H", "C", "H", "H", "P", "H", "C", "C", "C", "C", "H", "H", "C", "Sm", "H", "C", "C", "C", "C", "H", "C", "H", "C", "H", "H", "C", "H", "H", "C", "C", "C", "H", "H", "C", "H", "C", "H", "H", "H", "H", "C", "C", "C", "H", "H", "C", "H", "H", "H", "H", "H", "H", "H", "H", "H", "H", "H", "C", "H", "H", "H", "C", "H", "C", "H", "C", "H", "H", "P", "H", "H", "H", "H", "C", "C", "C", "H", "C", "C", "C", "H", "H", "H"],
  "xyz": [[0.52170, 3.26244, 2.13031], [1.60467, -4.23147, 1.05140], [-3.16643, 0.38615, -2.80498], [-3.08226, -1.85798, -0.83784], [2.28024, 3.21224, 2.40924], [-2.76460, 3.44762, 0.10984], [1.05285, -2.50802, -0.22630], [3.99060, 2.09513, 1.26771], [-1.70984, 0.82662, 1.37525], [2.65682, -2.63756, -0.94692], [1.97106, 3.29476, -0.39127], [-1.96993, -0.54784, 1.10206], [3.03532, -3.53597, -0.45734], [3.42897, -1.17638, 7.44781], [-0.98207, -0.78100, -4.60588], [0.04710, 0.02118, -0.10774], [1.95914, 0.06486, -2.44634], [2.45779, -1.08255, 6.98164], [2.24002, -0.25640, -4.58176], [-0.92333, 0.46336, -5.48322], [-2.14234, -1.65608, 2.11290], [0.01308, 1.78792, -2.73888], [0.05517, -1.62451, -4.51695], [3.52231, 0.39129, 1.54653], [1.29705, -1.03605, 7.76860], [3.25863, -1.03242, 4.96399], [3.19079, -0.69683, -4.23796], [0.54676, 1.29281, -3.56071], [-1.80322, -2.65516, 1.78536], [2.44912, 3.06487, -1.34388], [3.46810, 1.23334, 0.85134], [0.95769, -0.73585, 3.54764], [-1.73616, 1.58014, 0.13930], [-0.48698, 0.17455, -6.45288], [-0.71003, -4.00337, 0.27742], [-0.06774, -0.83342, 5.77039], [-0.06664, -2.62065, -4.07107], [1.56926, 0.41521, -3.41128], [1.02024, 3.80394, -0.57492], [2.27507, -2.74250, 1.79341], [1.23919, 1.89473, 3.02628], [1.37311, -1.09490, 8.85578], [1.40389, -3.20631, 1.35078], [0.79345, -0.52638, 2.31178], [-1.73049, 3.08759, -0.01769], [-1.44327, 2.50049, 2.73748], [-1.04857, -0.72994, 5.30095], [1.09343, -0.87973, 4.95803], [3.33935, -1.80378, -0.71756], [2.50339, 0.47841, -5.35886], [-1.11902, 3.61641, 0.72805], [0.41004, -4.48441, -1.01957], [-3.81498, 1.57005, -1.66233], [-0.90170, 0.94411, 3.38632], [1.92824, -2.32672, -5.29004], [-1.39453, 3.44809, -1.00990], [1.16278, -1.09002, -6.27071], [-2.39360, 1.98116, -2.61627], [-4.12759, -1.60909, -0.59775], [-2.24995, -0.70626, -0.33595], [-2.62690, 1.28140, 3.21687], [3.92090, 0.94602, -0.10188], [-0.86126, -0.87246, 7.77389], [1.36884, -1.38116, -5.22919], [-1.93634, 0.82542, -5.72084], [-0.03723, 1.62241, -4.91308], [-0.98610, -3.41289, -1.36915], [0.03756, -0.91158, 7.17173], [-3.04402, -2.07516, -1.91447], [-1.61362, -1.44065, 3.04332], [1.85104, 1.89160, 0.66566], [0.76424, 1.84914, -5.63706], [-3.21342, -1.74989, 2.34280], [2.59375, -2.79255, -2.02058], [-1.96661, -1.06062, -4.20414], [1.39335, 2.60859, 2.21577], [-1.64612, 1.42806, 2.75364], [-2.89779, 1.16399, -2.10112], [-0.64184, 2.54390, -4.83220], [-2.11321, 0.63635, -0.93877], [-0.21462, -3.67594, -0.64530], [2.36093, -1.00475, 5.57952], [2.61860, 3.93884, 0.20418], [0.56489, -3.15367, 2.03503], [-2.86236, -2.79606, -0.31021]],
  "mulliken_charge": [0.244, 0.769, 0.476, -1.869, 0.647, 0.385, 1.839, 0.486, 1.111, -1.325, -1.424, 0.725, 0.582, 0.400, -0.201, -0.845, 0.230, -0.681, -1.167, -1.058, -1.346, 0.280, -0.366, 0.218, -0.376, 0.402, 0.329, 0.241, 0.083, 0.362, -1.312, -0.109, 1.052, 0.369, 0.408, -0.086, 0.441, 0.264, 0.263, 0.367, 0.060, 0.375, -2.013, -0.001, -1.868, 0.414, 0.351, 0.281, 0.225, 0.397, 0.355, 0.558, 0.362, -0.043, 0.399, 0.269, 0.378, 0.188, 0.378, 0.929, 0.437, 0.346, 0.402, -0.872, 0.352, -1.250, 0.216, -0.846, 0.312, -0.049, 1.418, 0.456, 0.447, 0.308, 0.522, -1.190, -1.537, -1.713, 0.349, 0.933, -1.671, -0.380, 0.512, 0.268, 0.428],
  "e_above_lowest_kj_mol": 0.00,
  "spin_multiplicity": 6,
  "homo_lumo_gap_ev": [7.4, 7.7],
  "total_charge": 1,
  "homo_energy_ha": [-0.368, -0.369],
  "energy_ha": -2589.6034
}